1.
{"formula": "C29H77B2N14O15", "method": "ωB97M-V/def2-TZVPD", "total_charge": -1, "gap_ha": 0.218, "symbols": ["H", "H", "B", "H", "O", "H", "C", "H", "N", "H", "H", "C", "O", "O", "O", "H", "N", "H", "H", "H", "H", "H", "H", "H", "H", "C", "H", "H", "C", "N", "N", "H", "C", "H", "H", "H", "C", "H", "C", "H", "H", "H", "N", "H", "O", "H", "H", "H", "C", "H", "N", "H", "H", "C", "C", "H", "H", "C", "O", "H", "C", "C", "H", "H", "H", "H", "N", "H", "H", "H", "O", "H", "H", "O", "O", "N", "C", "C", "C", "H", "C", "H", "N", "H", "H", "H", "H", "B", "C", "H", "N", "C", "N", "H", "H", "N", "H", "O", "C", "C", "C", "C", "H", "H", "O", "H", "H", "H", "C", "H", "H", "N", "H", "H", "C", "O", "O", "H", "H", "C", "H", "H", "O", "H", "C", "H", "H", "O", "H", "H", "N", "C", "H", "C", "H", "H", "H"], "xyz": [[1.79, 3.65, 0.14], [-5.88, 2.59, 0.72], [-1.41, 2.92, 0.19], [5.11, 0.06, 1.97], [-2.80, -2.40, -3.07], [-3.43, -6.92, -1.96], [-3.64, 1.44, -0.19], [0.29, -0.06, -0.61], [-5.66, 1.68, 3.72], [1.53, 1.29, 1.06], [-1.12, -1.13, -1.68], [3.60, -4.83, -2.68], [-7.83, 2.19, 4.00], [0.80, -0.50, -5.85], [1.09, 2.02, 0.60], [-1.01, 3.84, 0.93], [-8.06, 4.88, 2.58], [6.49, 10.57, 0.35], [-1.43, 3.38, -0.95], [-3.97, 1.92, -1.12], [-5.37, -7.61, 4.60], [-5.19, -0.06, 0.03], [3.18, 11.02, 5.11], [-2.98, 0.60, -0.43], [-0.18, -0.33, 0.91], [3.42, -0.59, 2.90], [5.35, -1.38, 2.91], [2.09, -2.20, 3.28], [7.13, -7.29, -0.99], [0.45, 1.56, -6.68], [2.15, 4.58, -0.08], [2.73, -3.32, -3.79], [-7.32, 6.88, 1.39], [-6.05, -5.70, 1.68], [5.98, -6.99, 0.70], [1.87, 5.34, 0.50], [1.00, -0.25, -8.22], [-4.85, 1.14, 3.97], [-2.92, 2.49, 0.67], [0.27, 1.91, -5.75], [1.60, -6.67, 0.37], [0.03, -2.41, -4.75], [-0.79, -1.51, -2.56], [3.57, -6.57, -3.90], [3.34, 3.89, -1.89], [3.81, 10.19, 6.49], [-6.57, -6.19, 3.26], [8.14, -7.67, 0.91], [-4.90, 0.90, 0.46], [6.10, 8.32, 4.87], [-0.77, -7.23, 1.04], [9.16, -7.02, -0.39], [-3.82, -4.60, -4.60], [4.03, -5.59, -3.92], [0.75, 0.24, -6.81], [-4.47, -8.80, 3.65], [-2.60, -8.09, -3.02], [-1.02, -2.68, -4.66], [2.71, 0.30, 2.48], [-7.74, 7.15, 0.42], [6.04, 10.02, -0.48], [2.89, -1.68, 3.80], [-5.59, 2.32, 2.95], [-0.32, -6.48, 1.53], [6.97, 9.78, 5.36], [2.01, -0.66, -8.27], [4.04, 10.25, 0.88], [6.54, 9.06, -0.58], [-8.08, 3.87, 2.71], [0.39, 2.19, -7.45], [-1.87, -6.12, -4.75], [6.18, 10.58, -1.40], [2.64, -3.15, -2.07], [3.84, -5.26, -1.56], [5.04, 10.44, 3.59], [-5.89, -6.23, 2.52], [-2.71, -6.13, -3.86], [-0.15, -7.93, 0.05], [2.96, 4.79, -1.14], [-8.50, 5.46, 3.26], [-4.76, -6.97, 2.61], [-7.23, 1.02, 6.36], [2.94, -3.67, -2.88], [-1.68, -6.86, -2.15], [3.74, -5.08, -4.84], [5.20, -6.69, -0.81], [3.66, -2.40, 4.09], [-0.24, 1.69, 0.30], [1.27, -7.50, -0.26], [-7.67, -0.23, 5.19], [6.02, -6.97, -0.30], [8.34, -7.69, -0.16], [-0.42, 0.19, 0.07], [8.64, -8.70, -0.44], [4.57, 10.74, 1.58], [4.74, -0.65, 2.58], [-1.73, -7.46, 1.26], [-6.04, 1.74, 0.30], [-2.61, -7.05, -2.67], [4.56, 9.76, -0.27], [-7.36, 5.37, 1.52], [-1.63, -2.20, -3.36], [1.30, -7.17, -1.30], [-1.13, -3.76, -4.74], [-6.79, 4.64, 0.73], [3.08, 6.56, -2.34], [2.97, 6.90, -0.61], [0.91, 0.54, -8.96], [-6.92, 0.52, 5.45], [-4.70, 0.74, 1.53], [2.48, -1.22, 4.70], [-3.76, -5.28, -3.86], [-6.29, 7.20, 1.42], [-2.95, 2.16, 1.72], [-6.85, 1.54, 4.33], [-3.95, -7.00, 1.70], [7.18, -7.27, -2.21], [4.48, 6.28, -1.30], [0.29, -1.04, -8.45], [3.39, 6.23, -1.35], [-5.97, 0.02, 5.62], [-7.88, 7.38, 2.17], [3.89, 9.15, -1.08], [1.95, -8.33, -0.13], [4.95, 10.10, 4.75], [5.79, 9.04, 6.46], [-3.55, 3.39, 0.64], [-0.70, -8.82, -0.56], [-3.63, -7.42, 4.35], [3.06, 10.09, 1.04], [3.90, 10.46, 5.53], [6.01, 9.25, 5.42], [0.16, -1.33, -2.84], [-4.56, -7.75, 3.89], [5.11, -5.71, -3.90], [-1.56, -2.21, -5.48], [-4.43, -5.24, -3.12]]}

---

2.
{"formula": "C15H10AsF11N3O2Sn", "method": "ωB97M-V/def2-TZVPD", "s_squared": 0.752, "de_lowest_kcal_mol": 0.0, "total_charge": 2, "spin_multiplicity": 2, "gap_ha": [0.255, 0.271], "symbols": ["C", "O", "H", "F", "F", "As", "C", "H", "H", "F", "F", "C", "C", "C", "C", "C", "C", "F", "N", "C", "N", "H", "H", "F", "H", "F", "C", "C", "F", "H", "C", "O", "H", "C", "Sn", "F", "F", "H", "C", "H", "F", "N", "C"], "xyz": [[-3.31, 0.11, -0.21], [-3.97, -1.47, 1.42], [-2.85, 1.63, -1.67], [3.78, -0.94, -0.39], [3.68, 1.28, -1.14], [4.62, -0.15, -1.83], [1.58, 1.74, -4.09], [-4.73, -1.98, 1.73], [-6.45, -0.86, 0.66], [0.44, -0.16, -3.30], [1.49, 3.05, -4.16], [1.48, -0.98, 4.44], [-1.93, -0.14, 0.00], [2.83, -0.85, 4.74], [-5.96, 0.64, -0.79], [-0.38, -1.00, 2.93], [1.06, -0.81, 3.13], [5.19, -1.64, -2.35], [1.89, -0.51, 2.11], [-4.33, -0.59, 0.46], [-0.99, -1.14, 1.83], [3.19, -0.99, 5.75], [4.75, -0.39, 3.87], [-0.62, 1.74, -3.28], [-5.22, 2.11, -2.19], [2.98, -0.50, -2.53], [3.17, -0.37, 2.42], [0.25, 1.01, -3.99], [-0.28, 0.70, -5.15], [-1.03, -1.05, 3.80], [-5.66, -0.33, 0.15], [-0.94, 0.41, -0.43], [0.76, -1.23, 5.21], [-3.65, 1.10, -1.17], [1.75, 0.16, -0.67], [5.92, 0.25, -0.84], [2.41, 1.23, -4.96], [3.86, -0.12, 1.62], [-4.96, 1.36, -1.45], [-7.00, 0.84, -1.02], [5.04, 0.76, -3.17], [-1.55, -1.38, 0.83], [3.69, -0.53, 3.71]]}

---

3.
{"formula": "C41H44Cl2Ge2O2PW", "method": "ωB97M-V/def2-TZVPD", "total_charge": 3, "gap_ha": [0.213, 0.213], "symbols": ["C", "H", "C", "C", "C", "C", "H", "C", "C", "Ge", "C", "H", "C", "O", "H", "C", "C", "H", "C", "H", "C", "C", "H", "H", "H", "H", "C", "H", "W", "H", "C", "H", "H", "H", "H", "Cl", "H", "O", "C", "C", "H", "H", "H", "C", "C", "H", "H", "C", "H", "H", "H", "H", "H", "H", "C", "H", "H", "C", "H", "C", "C", "H", "C", "H", "C", "C", "C", "H", "C", "P", "Ge", "C", "H", "C", "C", "H", "Cl", "H", "C", "H", "C", "C", "H", "C", "C", "H", "H", "C", "H", "H", "C", "C", "H"], "xyz": [[-4.05, -0.16, 1.77], [-6.24, -3.15, -1.02], [4.57, -0.43, -2.21], [-0.51, 2.17, 3.31], [-1.32, -3.24, 4.66], [4.08, 0.03, -3.45], [1.61, -4.89, 4.23], [-3.04, -2.05, -0.91], [1.09, -4.17, -2.55], [-2.19, 0.42, 1.91], [-1.53, -2.81, 3.35], [1.50, -6.22, -2.99], [1.79, 4.01, 5.61], [-0.43, 0.12, -1.87], [-4.91, 1.65, 2.67], [1.31, 3.12, 4.67], [-2.60, -2.77, 0.20], [-0.43, -5.48, 0.75], [0.03, -3.73, -0.43], [-1.03, 5.82, 6.12], [2.74, 0.30, -3.60], [1.12, -0.64, 3.99], [-2.36, 0.95, -0.98], [-4.07, -1.24, 1.91], [1.50, -3.80, -3.49], [-4.37, 0.02, 0.74], [0.56, -3.27, -1.63], [-4.64, 0.33, 3.82], [-0.33, -0.17, 0.19], [1.42, 3.54, 0.70], [0.74, -4.30, 3.98], [0.52, -7.05, -0.87], [0.55, -2.22, -1.87], [2.82, 3.95, 5.95], [-4.70, -1.63, -2.21], [4.34, -1.13, 0.38], [-3.74, 2.20, 0.73], [1.55, -0.47, -0.20], [-0.87, 4.15, 4.79], [-2.76, 2.54, 0.38], [-1.90, 4.21, 4.46], [-2.43, -2.26, 3.12], [-1.00, 1.99, -0.55], [0.54, -5.99, -1.09], [-0.61, -3.15, 2.36], [3.81, 2.17, 2.13], [2.24, 2.09, 0.10], [-1.83, 1.39, -0.13], [5.62, -0.65, -2.11], [2.26, -0.56, 2.08], [-5.97, 0.25, 2.67], [0.14, -0.35, 4.37], [3.94, 3.55, 1.05], [3.07, 3.72, 2.56], [0.54, -3.87, 2.68], [-2.36, -1.44, -1.48], [2.36, 0.63, -4.55], [1.99, 2.65, 1.00], [-2.49, 1.91, 4.03], [-1.74, 1.63, 3.29], [3.72, -0.58, -1.13], [-2.96, 3.18, -0.48], [0.48, 0.31, -2.72], [1.32, 5.69, 6.86], [3.27, 3.04, 1.74], [1.28, -0.33, 2.50], [-4.76, -3.79, 0.41], [-0.04, -4.35, 5.98], [-0.03, 3.17, 4.25], [-0.86, -2.60, 0.66], [0.79, 1.49, 2.02], [-4.94, 0.56, 2.80], [1.27, -1.69, 4.19], [1.09, -5.53, -2.27], [0.00, -5.10, -0.17], [-2.30, 3.16, 1.15], [5.16, 0.22, -4.76], [-3.11, -4.25, 1.69], [2.36, -0.29, -1.25], [1.27, -4.12, 1.92], [-3.46, -3.65, 0.85], [-0.19, -3.99, 4.97], [0.60, -1.05, 1.94], [-4.35, -2.18, -1.34], [1.87, 0.14, -2.50], [0.15, 0.61, -3.72], [-2.04, -3.00, 5.42], [-5.22, -3.04, -0.67], [1.96, 2.34, 4.29], [1.86, -0.08, 4.56], [0.94, 4.99, 6.13], [-0.38, 5.06, 5.72], [-5.43, -4.48, 0.90]]}

---

4.
{"formula": "C44H94F6O22", "method": "ωB97M-V/def2-TZVPD", "smiles": "CCOC(=O)C(F)(F)F.CCOC(=O)C(F)(F)F.COCCOCCOC.COCCOCCOC.COCCOCCOC.COCCOCCOC.COCCOCCOC.COCCOCCOC", "de_lowest_kcal_mol": 79.7, "gap_ha": 0.357, "symbols": ["H", "H", "C", "H", "H", "C", "H", "H", "O", "H", "O", "H", "H", "H", "H", "H", "H", "H", "F", "H", "H", "H", "H", "H", "H", "H", "H", "H", "O", "C", "H", "C", "H", "H", "C", "H", "C", "H", "H", "H", "C", "C", "H", "H", "H", "C", "C", "H", "O", "H", "H", "H", "C", "O", "H", "C", "C", "H", "C", "C", "C", "H", "H", "H", "C", "C", "O", "C", "C", "C", "H", "H", "H", "O", "H", "C", "H", "O", "H", "H", "F", "H", "H", "H", "C", "O", "F", "H", "O", "H", "O", "O", "H", "H", "H", "C", "O", "C", "H", "H", "H", "O", "C", "H", "H", "H", "F", "C", "C", "H", "H", "H", "O", "C", "H", "C", "O", "C", "C", "C", "H", "C", "H", "H", "H", "O", "O", "H", "C", "H", "H", "H", "F", "H", "H", "C", "H", "H", "H", "O", "C", "H", "H", "H", "H", "H", "H", "H", "H", "O", "C", "H", "C", "H", "H", "F", "C", "O", "C", "H", "C", "H", "C", "O", "H", "C"], "xyz": [[1.13, 5.54, 2.89], [-9.23, 1.04, 0.27], [-3.77, -1.85, 7.54], [4.09, 6.16, 3.48], [8.52, 5.64, -4.64], [4.17, 3.62, 4.47], [-4.49, -1.03, 5.23], [-8.13, -9.01, -1.33], [-3.38, -0.61, 6.91], [3.27, -5.99, -6.26], [-7.11, -8.40, 0.44], [2.01, 6.98, 2.40], [-6.64, 9.96, 0.54], [0.82, -0.29, 0.45], [10.71, -5.51, -2.54], [10.55, 2.77, -1.22], [8.61, -0.93, 0.06], [11.10, -3.72, -2.61], [-12.83, 2.24, -3.71], [10.34, 6.85, -2.43], [10.11, -6.75, -4.55], [-5.23, 0.96, 7.09], [-8.77, -7.17, 0.52], [2.07, 1.91, -2.14], [3.46, 4.91, 2.45], [3.21, 2.54, -4.72], [-8.34, -6.15, 2.51], [8.44, -0.94, -1.72], [5.25, -5.44, -6.21], [-7.47, -9.35, -0.54], [9.81, 5.81, -1.11], [-4.86, 1.82, 6.54], [-0.43, 6.90, 3.96], [10.54, 5.09, -4.02], [-7.57, -6.89, 2.28], [-3.87, 2.06, 6.93], [-1.02, -4.18, 6.58], [-0.64, -3.80, -1.72], [3.93, -5.74, -4.55], [-2.23, -3.23, -1.39], [1.93, 6.23, 3.18], [3.22, 5.51, 3.33], [-4.70, -2.36, 7.29], [-3.44, 0.72, 3.77], [-1.75, -2.55, 8.38], [1.79, 1.19, -2.91], [-4.88, 6.39, -3.64], [-5.35, -8.07, 2.89], [1.68, 7.03, 4.31], [0.78, -0.78, -2.76], [7.76, 1.88, -2.23], [1.00, 1.71, -3.46], [1.49, -1.00, -0.03], [10.56, -4.70, -4.39], [6.15, -4.91, -4.37], [0.05, 8.04, 5.77], [-4.63, 6.88, -2.16], [-8.76, -8.53, 1.66], [-6.24, -8.49, 3.37], [-2.38, 8.16, 5.85], [-5.51, 8.41, -0.60], [0.25, 8.43, 3.64], [7.27, -0.04, -0.65], [5.19, 4.00, 4.39], [-9.31, 1.24, -0.80], [3.93, -5.44, -5.60], [8.40, 6.08, -2.62], [-6.80, 9.20, -0.23], [-1.23, -3.30, -0.96], [-5.93, -8.94, -3.09], [-2.50, 7.59, 6.77], [-8.75, 0.10, -2.64], [9.75, -5.01, -7.08], [-7.35, -7.59, 3.55], [1.33, -2.85, -0.92], [10.52, 4.80, -2.96], [-9.04, -0.89, -1.33], [2.80, 0.73, -3.82], [7.22, 6.71, -4.22], [12.26, -4.89, -3.05], [-12.94, 3.65, -2.07], [-5.14, -8.62, -3.77], [4.07, 3.02, 5.37], [-5.99, -8.89, 4.35], [9.61, -5.85, -6.40], [8.25, -5.92, -5.94], [-4.79, 5.08, -3.68], [-2.47, 7.39, 5.09], [-10.71, 1.34, -1.26], [-6.47, -9.39, 2.80], [9.08, 0.86, -0.90], [2.07, -0.38, -1.16], [-7.02, 9.69, -1.18], [-6.64, -10.94, -1.67], [-7.62, 8.56, 0.09], [9.58, 3.03, -1.65], [-0.60, -2.06, -0.68], [1.10, 0.07, -2.16], [8.85, 7.33, -4.26], [-6.33, -9.84, -3.55], [-8.08, -10.07, 0.00], [9.75, 3.60, -2.95], [0.35, 7.57, 4.31], [-2.56, 1.34, 5.14], [8.17, -3.86, -5.23], [-5.72, -10.67, -0.28], [-3.92, 6.85, -4.48], [-12.56, 2.43, -2.44], [6.17, -4.61, -5.42], [-3.03, -3.75, 8.28], [2.28, -1.11, 0.72], [5.82, -3.59, -5.51], [-5.65, 7.59, -1.73], [-3.45, 0.78, 4.86], [-7.56, 0.02, -1.32], [9.79, 5.94, -2.20], [-2.16, -3.36, 6.51], [8.30, -0.35, -0.81], [11.18, -4.70, -3.09], [-8.62, 0.09, -1.56], [-8.84, 2.20, -0.99], [-8.15, -7.77, 1.18], [9.19, 1.23, -2.93], [4.19, 2.19, -3.23], [0.21, 0.43, -1.64], [3.06, 4.55, 4.40], [-5.35, -9.25, -1.84], [-1.34, -3.98, -0.11], [-6.22, -10.13, -1.08], [-6.71, -8.17, -3.05], [-6.66, -6.37, 1.98], [0.72, -2.77, 0.72], [-13.21, 1.53, -1.68], [0.93, 8.57, 6.14], [-2.77, -1.43, 5.18], [0.71, -2.26, -0.25], [9.81, -6.66, -7.10], [-3.14, 8.94, 5.78], [-0.13, -3.56, 6.71], [-10.26, 2.91, -2.86], [-3.49, -0.66, 5.45], [9.03, 3.63, -0.93], [-4.01, -1.53, 8.55], [-1.12, -4.99, 7.30], [4.02, 3.00, 3.58], [-5.33, 7.73, 0.23], [-0.10, 7.13, 6.35], [4.52, 1.26, -4.65], [-5.59, 2.60, 6.73], [-3.66, 6.49, -1.48], [8.81, 1.68, -2.01], [7.71, -4.14, -6.87], [10.52, -5.95, -5.15], [-0.93, -4.61, 5.58], [11.55, 4.62, -2.67], [-6.04, 6.80, -4.11], [-2.59, -2.89, 7.77], [-1.11, 8.89, 5.74], [-11.03, 2.27, -2.20], [-4.64, 9.06, -0.71], [3.72, 1.78, -4.12], [3.60, -4.41, -5.52], [7.65, -4.57, -5.87], [-4.56, 1.62, 5.15], [11.54, -6.27, -5.37], [8.25, 6.46, -3.98]]}

---

5.
{"formula": "C5H6O", "method": "ωB97M-V/def2-TZVPD", "smiles": "CC#CCC=O", "de_lowest_kcal_mol": 39.2, "gap_ha": 0.385, "symbols": ["H", "H", "H", "C", "H", "C", "H", "C", "C", "O", "H", "C"], "xyz": [[1.41, -1.80, 0.38], [-1.00, 2.43, -1.76], [-1.01, -1.94, 1.17], [-0.30, 1.59, -1.84], [0.71, 2.00, -1.84], [-0.60, -0.08, 0.22], [-0.71, -0.58, 2.30], [-0.47, 0.67, -0.72], [-0.43, -1.02, 1.33], [1.82, -1.02, 2.21], [-0.47, 1.08, -2.79], [1.06, -1.33, 1.32]]}

---

Number 1: largest force on an atom 0.5 eV/A. Number 2: largest force on an atom 0.5 eV/A. Number 3: largest force on an atom 0.9 eV/A. Number 4: largest force on an atom 3.9 eV/A. Number 5: largest force on an atom 0.6 eV/A.